{
  "formula": "C15H23BrIN2PbSe3SiTe",
  "method": "ωB97M-V/def2-TZVPD",
  "gap_ev": 5.43,
  "e_tot_ev": -313512.7474,
  "e_above_lowest_kcal_mol": 3.3,
  "total_charge": -1,
  "lumo_ev": 2.10,
  "symbols": ["Pb", "Se", "Se", "Te", "Se", "N", "C", "N", "C", "C", "C", "C", "C", "H", "H", "H", "H", "H", "H", "H", "H", "H", "H", "C", "Si", "C", "C", "H", "H", "H", "H", "H", "H", "H", "H", "H", "Br", "C", "C", "C", "C", "C", "C", "I", "H", "H", "H", "H"],
  "coordinates": [[0.0119, -0.3752, 0.0525], [-1.5112, -2.0067, 1.7492], [0.1705, -2.3633, 3.3064], [1.9393, -3.5280, 1.9696], [2.4931, -1.7472, 0.2598], [0.4948, 1.9355, -1.7929], [1.5157, 2.2095, -2.2474], [2.6484, 2.4707, -2.8448], [3.7529, 3.1004, -2.1497], [3.7402, 4.6161, -2.3674], [3.7044, 4.9420, -3.8607], [2.5138, 4.2464, -4.5185], [2.6077, 2.7406, -4.2679], [4.6803, 2.6684, -2.5431], [3.6874, 2.8668, -1.0871], [4.6247, 5.0569, -1.9035], [2.8502, 5.0314, -1.8888], [4.6281, 4.5936, -4.3307], [3.6374, 6.0230, -4.0060], [2.4946, 4.4420, -5.5925], [1.5844, 4.6183, -4.0782], [3.5246, 2.3394, -4.7129], [1.7530, 2.2218, -4.7031], [2.1106, 1.0374, 3.1350], [0.5515, 1.3576, 2.0517], [0.8464, 3.1305, 1.3418], [-0.8344, 1.5688, 3.3784], [2.3252, 1.8648, 3.8102], [2.9891, 0.8579, 2.5209], [1.9660, 0.1468, 3.7430], [1.0730, 3.8616, 2.1111], [-0.0233, 3.4790, 0.7927], [1.6791, 3.1121, 0.6445], [-0.5400, 2.2337, 4.1877], [-1.0657, 0.6020, 3.8197], [-1.7584, 1.9472, 2.9492], [-5.9682, 2.8104, -1.6512], [-4.4475, 3.8884, -1.9839], [-4.6482, 5.2134, -2.3328], [-3.5652, 6.0205, -2.6237], [-2.2842, 5.4922, -2.5900], [-2.0850, 4.1721, -2.2242], [-3.1649, 3.3637, -1.8962], [-2.8173, 1.3784, -1.2392], [-5.6549, 5.5975, -2.3728], [-3.7249, 7.0569, -2.8755], [-1.4361, 6.1120, -2.8413], [-1.0927, 3.7453, -2.1737]],
  "mulliken_charge": [0.594, -0.462, -0.314, -0.053, -0.565, -0.287, 0.413, -0.081, -0.807, -0.476, -0.713, -0.368, -0.955, 0.292, 0.431, 0.379, 0.263, 0.324, 0.335, 0.358, 0.164, 0.358, 0.456, -1.000, 0.351, -0.635, -1.030, 0.343, 0.270, 0.232, 0.432, 0.218, -0.152, 0.304, 0.225, 0.297, -0.201, 0.289, -0.454, -0.471, -0.674, 0.420, -0.639, 0.264, 0.372, 0.362, 0.368, 0.222]
}

---

{
  "formula": "C15H23BrN4O2",
  "method": "ωB97M-V/def2-TZVPD",
  "gap_ev": 9.00,
  "e_tot_ev": -96025.1329,
  "smiles": "CCOC(=O)/C(=N/CCCN(C)C)NNc1ccc(Br)cc1",
  "e_above_lowest_kcal_mol": 0.9,
  "total_charge": 0,
  "lumo_ev": 0.81,
  "symbols": ["C", "C", "H", "H", "O", "C", "O", "C", "N", "C", "C", "H", "C", "N", "C", "H", "H", "H", "C", "H", "H", "H", "H", "H", "H", "H", "H", "N", "N", "C", "C", "C", "C", "C", "C", "H", "H", "Br", "H", "H", "H", "H", "H", "H", "H"],
  "coordinates": [[-1.0488, 3.9391, 2.0188], [-0.2444, 3.2292, 0.9396], [-0.7578, 3.2948, -0.0259], [0.7607, 3.6466, 0.8572], [-0.0468, 1.8518, 1.2687], [-1.0206, 1.0137, 0.9658], [-2.0315, 1.3050, 0.3707], [-0.7182, -0.3768, 1.4567], [-0.1169, -0.4877, 2.5632], [0.1688, -1.7668, 3.1563], [0.8498, -1.5404, 4.5045], [1.6875, -0.8558, 4.3709], [-0.1398, -0.9222, 5.4915], [-1.2674, -1.8075, 5.7442], [-2.4559, -1.0783, 6.1317], [-3.2804, -1.7810, 6.2503], [-2.7147, -0.3710, 5.3451], [-2.3323, -0.5259, 7.0770], [-0.9501, -2.8316, 6.7161], [-0.0843, -3.3993, 6.3821], [-1.7946, -3.5144, 6.8043], [-0.7310, -2.4156, 7.7133], [-0.5191, -0.0078, 5.0318], [0.3798, -0.6500, 6.4261], [1.2322, -2.4897, 4.8801], [-0.7548, -2.3329, 3.3292], [0.8229, -2.3592, 2.4999], [-1.2240, -1.3984, 0.6849], [-1.6631, -1.2355, -0.6249], [-0.7774, -0.7555, -1.5822], [0.6044, -0.8659, -1.4252], [1.4589, -0.4482, -2.4270], [0.9351, 0.0790, -3.5933], [-0.4342, 0.1984, -3.7695], [-1.2839, -0.2148, -2.7657], [-2.3517, -0.1159, -2.8883], [-0.8300, 0.6185, -4.6812], [2.1141, 0.6580, -4.9756], [2.5269, -0.5320, -2.2981], [1.0197, -1.2708, -0.5147], [-2.5826, -0.8064, -0.6731], [-0.9526, -2.3430, 0.9242], [-0.5632, 3.8200, 2.9840], [-1.1226, 4.9968, 1.7831], [-2.0500, 3.5189, 2.0734]],
  "mulliken_charge": [-1.142, -0.219, 0.318, 0.331, -0.350, 0.600, -0.574, 0.301, -0.142, -0.853, -0.866, 0.369, -0.950, 0.218, -1.056, 0.337, 0.287, 0.352, -1.053, 0.250, 0.341, 0.356, 0.517, 0.347, 0.367, 0.536, 0.413, 0.033, -0.697, 0.353, 0.045, -0.769, 0.080, -0.560, -0.539, 0.338, 0.408, -0.208, 0.417, 0.419, 0.329, 0.312, 0.292, 0.405, 0.308]
}